Formula: H7O4
Source: the Open Molecules 2025 dataset
Level of theory: ωB97M-V/def2-TZVPD

- Gap between HOMO and LUMO: 9.32 eV
- Total charge: -1
- ΔE to the lowest compared entry with this formula, charge and spin: 0.495 eV
- E_tot: -305.19226 a.u.
- LUMO energy: 0.168 Ha
- Max |F|: 2.30 eV Å⁻¹

Each line ends with the Löwdin charge.
Geometry (Å):
1 O -2.155 0.586 0.439  -0.055
2 H -1.673 0.046 1.047  -0.001
3 O 0.707 -0.495 -0.823  -0.298
4 H 1.394 -0.868 -1.324  -0.050
5 H -1.451 1.046 0.015  -0.004
6 O 1.380 1.820 -0.168  -0.193
7 H 0.960 0.873 -0.387  -0.038
8 H 1.195 2.429 -0.883  -0.024
9 O 0.044 -1.844 1.126  -0.261
10 H 0.276 -1.227 0.202  -0.041
11 H -0.676 -2.366 0.755  -0.034

=====

Formula: C3H7NO2S2
Source: the Open Molecules 2025 dataset
Level of theory: ωB97M-V/def2-TZVPD

- Gap between HOMO and LUMO (alpha / beta): 7.05 / 7.11 eV
- Total charge: 0
- ΔE to the lowest compared entry with this formula, charge and spin: 3.726 eV
- E_tot: -1120.00333 a.u.
- LUMO energy (alpha / beta): -0.042 / -0.046 Ha
- Max |F|: 1.51 eV Å⁻¹

Each line ends with the Löwdin charge.
Geometry (Å):
1 C -0.153 -0.931 0.056  -0.261
2 C -1.254 0.082 0.362  -0.260
3 C 1.006 0.909 -0.763  -0.306
4 N 1.114 -0.233 0.065  -0.104
5 O 0.919 3.710 0.821  -0.724
6 O -1.355 1.470 -1.925  -0.515
7 S -0.187 4.098 -0.095  0.682
8 S -0.752 1.590 -0.605  0.759
9 H -0.135 -1.750 0.776  0.121
10 H -0.306 -1.341 -0.946  0.123
11 H -2.242 -0.212 0.027  0.092
12 H -1.266 0.376 1.408  0.085
13 H 1.716 1.687 -0.503  0.082
14 H 1.072 0.648 -1.821  0.106
15 H 1.390 0.016 1.009  0.120

=====

Formula: C15H26FN5O3S
Source: the Open Molecules 2025 dataset
Level of theory: ωB97M-V/def2-TZVPD

- Gap between HOMO and LUMO: 9.69 eV
- SMILES: CCN(N=C=O)S(=O)(=O)F.CCCC#N.CCCC#N.CCCC#N
- Total charge: 0
- ΔE to the lowest compared entry with this formula, charge and spin: 3.235 eV
- E_tot: -1584.49598 a.u.
- LUMO energy: -0.024 Ha
- Max |F|: 8.83 eV Å⁻¹

Each line ends with the Löwdin charge.
Geometry (Å):
1 C -0.604 -1.037 0.565  -0.147
2 C -1.893 -0.966 1.528  -0.227
3 N -3.137 -0.414 0.893  -0.327
4 N -3.565 -1.150 -0.214  0.052
5 C -4.702 -1.748 0.180  -0.054
6 O -5.720 -2.262 0.720  0.129
7 S -3.040 1.280 0.579  0.837
8 O -2.132 2.023 1.550  -0.309
9 O -2.738 1.628 -0.859  -0.303
10 F -4.611 1.886 0.896  -0.236
11 H -0.800 -1.458 -0.478  0.028
12 H -0.022 -0.029 0.501  0.086
13 H 0.140 -1.780 1.073  0.092
14 H -1.701 -0.376 2.514  0.131
15 H -2.153 -2.054 1.860  0.135
16 C -7.856 2.165 1.563  -0.113
17 C -8.500 1.869 0.212  -0.273
18 C -9.810 2.629 -0.003  -0.190
19 C -10.808 2.239 1.056  -0.204
20 N -11.599 1.930 1.896  0.120
21 H -8.496 1.851 2.392  0.072
22 H -6.912 1.624 1.659  0.050
23 H -7.649 3.234 1.672  0.082
24 H -8.679 0.791 0.134  0.111
25 H -7.797 2.137 -0.583  0.109
26 H -10.224 2.394 -0.987  0.112
27 H -9.640 3.709 0.045  0.116
28 C 4.104 -0.635 -0.373  -0.110
29 C 4.062 -0.501 -1.891  -0.281
30 C 2.818 0.238 -2.389  -0.170
31 C 1.578 -0.511 -1.978  -0.130
32 N 0.594 -1.106 -1.651  0.124
33 H 3.263 -1.225 0.004  0.065
34 H 5.021 -1.143 -0.062  0.057
35 H 4.079 0.348 0.109  0.079
36 H 4.102 -1.501 -2.336  0.116
37 H 4.954 0.036 -2.225  0.054
38 H 2.841 0.321 -3.479  0.116
39 H 2.780 1.250 -1.973  0.119
40 C 8.677 -2.704 -0.095  -0.114
41 C 9.472 -1.413 0.070  -0.272
42 C 8.583 -0.170 0.135  -0.181
43 C 7.791 -0.040 -1.139  -0.172
44 N 7.163 0.063 -2.150  0.146
45 H 8.117 -2.715 -1.035  0.070
46 H 9.349 -3.565 -0.108  0.074
47 H 7.969 -2.836 0.729  0.076
48 H 10.177 -1.322 -0.764  0.113
49 H 10.066 -1.476 0.987  0.109
50 H 9.197 0.725 0.267  0.115
51 H 7.893 -0.235 0.982  0.116

=====

Formula: C25H32Cl2IrN5O3S2
Source: the Open Molecules 2025 dataset
Level of theory: ωB97M-V/def2-TZVPD

- Gap between HOMO and LUMO (alpha / beta): 7.19 / 6.68 eV
- Total charge: +1
- ΔE to the lowest compared entry with this formula, charge and spin: 0.377 eV
- Multiplicity: 2
- E_tot: -3292.24063 a.u.
- LUMO energy (alpha / beta): -0.119 / -0.138 Ha
- Max |F|: 0.29 eV Å⁻¹

Each line ends with the Löwdin charge.
Geometry (Å):
1 Ir 0.135 1.292 -0.489  0.981
2 C 2.115 0.169 3.174  0.003
3 C 1.461 0.080 1.828  -0.206
4 N 0.931 1.159 1.326  -0.142
5 N 1.054 2.305 2.115  -0.022
6 C 0.638 3.378 1.558  -1.050
7 S -0.074 3.452 -0.047  0.571
8 S 0.735 4.942 2.296  0.946
9 C 1.190 4.571 4.018  -0.396
10 C 0.007 4.197 4.866  -0.299
11 C -0.157 2.901 5.334  -0.048
12 C -1.256 2.563 6.114  -0.077
13 C -2.202 3.524 6.433  -0.085
14 C -2.042 4.826 5.974  -0.075
15 C -0.946 5.159 5.198  -0.054
16 C 1.454 -1.210 1.136  -0.103
17 C 2.416 -2.171 1.507  -0.030
18 C 2.434 -3.435 0.970  -0.075
19 C 1.446 -3.798 0.057  -0.062
20 C 0.505 -2.882 -0.346  -0.015
21 C 0.508 -1.563 0.143  -0.337
22 O -0.381 -0.712 -0.342  -0.299
23 H 1.512 0.778 3.837  0.058
24 H 3.079 0.674 3.073  0.115
25 H 2.255 -0.811 3.614  0.081
26 H 1.642 5.501 4.364  0.085
27 H 1.958 3.800 4.008  0.080
28 H 0.588 2.153 5.099  0.087
29 H -1.366 1.550 6.479  0.104
30 H -3.056 3.265 7.043  0.104
31 H -2.772 5.584 6.229  0.106
32 H -0.825 6.176 4.843  0.115
33 H 3.180 -1.904 2.222  0.111
34 H 3.196 -4.141 1.268  0.109
35 H 1.426 -4.802 -0.348  0.112
36 H -0.250 -3.151 -1.073  0.091
37 Cl -0.859 1.565 -2.714  0.630
38 C -2.471 2.280 -2.415  -0.911
39 Cl -3.406 1.242 -1.335  0.556
40 H -2.970 2.343 -3.375  0.042
41 H -2.333 3.252 -1.956  0.017
42 C -3.953 -3.916 -4.034  -0.029
43 C -2.579 -3.262 -3.982  -0.583
44 C -2.320 -2.423 -5.231  -0.020
45 C -1.476 -4.303 -3.782  -0.023
46 N -2.596 -2.370 -2.803  0.062
47 N -1.639 -1.514 -2.556  0.157
48 H -3.986 -4.621 -4.863  0.100
49 H -4.738 -3.174 -4.187  0.094
50 H -4.161 -4.472 -3.118  0.093
51 H -2.372 -3.070 -6.105  0.100
52 H -1.330 -1.965 -5.225  0.085
53 H -3.072 -1.640 -5.337  0.095
54 H -1.445 -4.965 -4.647  0.098
55 H -1.663 -4.907 -2.894  0.092
56 H -0.496 -3.830 -3.687  0.084
57 H -3.286 -2.492 -2.074  0.174
58 H -1.449 -1.184 -1.585  0.070
59 H -0.816 -1.493 -3.158  0.080
60 O 0.941 -0.788 -3.002  -0.020
61 C 1.886 -0.292 -2.407  -0.488
62 C 3.337 -0.593 -2.691  -0.062
63 C 4.110 0.430 -1.867  -0.060
64 C 3.050 1.129 -1.043  -0.477
65 O 3.241 2.002 -0.238  0.084
66 N 1.795 0.613 -1.378  -0.043
67 H 3.524 -0.552 -3.762  0.129
68 H 3.520 -1.618 -2.362  0.131
69 H 4.621 1.181 -2.468  0.132
70 H 4.850 -0.012 -1.202  0.129

=====

Formula: C5H4
Source: the Open Molecules 2025 dataset
Level of theory: ωB97M-V/def2-TZVPD

- Gap between HOMO and LUMO: 10.67 eV
- SMILES: C#CCC#C
- Total charge: 0
- ΔE to the lowest compared entry with this formula, charge and spin: 1.216 eV
- E_tot: -192.74943 a.u.
- LUMO energy: 0.033 Ha
- Max |F|: 2.14 eV Å⁻¹

Each line ends with the Löwdin charge.
Geometry (Å):
1 C -0.688 -2.088 -0.671  0.103
2 C -0.144 -1.010 -0.691  -0.166
3 C 0.720 0.062 -0.236  -0.225
4 C 0.058 1.150 0.520  -0.121
5 C -0.448 2.073 1.112  0.107
6 H -1.370 -2.783 -1.081  0.019
7 H 1.278 -0.750 0.273  0.132
8 H 1.463 0.475 -0.923  0.120
9 H -0.871 2.870 1.696  0.030